51
Properties=species:S:1:pos:R:3:forces:R:3:lowdin_charge:R:1 method="wB97M-V/def2-TZVPD" e_tot_ha=-1930.83290 spin_multiplicity=1 total_charge=+1
N -0.010403 -0.412119 3.517479 -0.2077 -0.8728 0.0237 0.057
N 0.098298 0.973020 3.328803 1.7362 -0.3863 -0.8717 -0.563
S 1.432764 1.654397 4.315976 1.3150 0.6895 0.5285 0.933
S -1.422301 1.850202 3.525047 -7.2469 3.1272 -0.8877 0.763
O -1.985231 2.133280 2.185512 2.7489 -0.9452 3.2295 -0.228
O -2.337835 1.226991 4.487668 3.6508 0.9607 -1.7144 -0.201
F -0.982840 3.313496 4.145438 -0.1234 -2.9916 -1.0759 -0.175
H -0.216675 -0.917537 2.651253 -0.5263 0.3230 0.2435 0.119
H -0.639313 -0.662199 4.285366 0.1069 0.2227 -0.2768 0.125
H 0.386074 1.113912 2.338072 -0.4448 0.1598 0.3920 0.160
H 2.405635 1.947652 3.347243 -0.9702 -0.3913 0.1532 -0.072
C 6.410878 1.046584 1.623027 -0.0806 0.1862 0.4269 -0.014
C 5.097142 1.660528 1.225298 -0.1887 0.0207 0.0189 -0.486
O 4.375672 2.198174 2.049888 -0.2455 -0.2198 0.1137 0.012
C 4.710621 1.586170 -0.225175 -0.2448 0.1443 0.4041 -0.025
H 6.560616 1.173648 2.695756 -0.0101 -0.0015 -0.0925 0.085
H 6.406586 -0.020405 1.393403 0.1221 0.0627 -0.1806 0.091
H 7.227207 1.541291 1.094261 -0.0044 -0.1851 -0.1206 0.095
H 4.631640 0.542384 -0.535894 0.2276 0.0351 -0.1177 0.096
H 5.450353 2.104128 -0.834287 -0.0280 -0.2159 -0.1000 0.071
H 3.742740 2.068547 -0.367109 0.1022 0.0115 -0.0130 0.073
C -2.844387 -0.854099 -0.165784 0.3872 -0.0662 0.1449 -0.014
C -3.364571 -1.245276 1.191249 -0.1735 -0.0289 0.2375 -0.494
O -2.611350 -1.621034 2.074924 0.3384 0.2458 -0.0743 0.018
C -4.845166 -1.155159 1.412288 0.1064 -0.1178 0.3466 -0.010
H -1.758754 -0.968133 -0.185679 -0.0702 -0.0217 -0.0221 0.075
H -3.278502 -1.500978 -0.930000 -0.1296 0.1743 -0.0328 0.089
H -3.091525 0.188951 -0.371861 -0.1687 -0.0910 -0.1312 0.090
H -5.364736 -1.817595 0.713459 0.0286 0.2679 0.0234 0.054
H -5.179288 -0.124437 1.274992 -0.0401 -0.0494 -0.1782 0.095
H -5.078591 -1.466404 2.431359 0.0478 0.0394 -0.0686 0.091
C -4.973538 -5.351669 0.033083 0.0034 0.2734 0.2793 -0.015
C -5.661555 -4.399923 -0.908782 -0.1239 0.2571 0.0516 -0.486
O -5.975343 -3.279467 -0.556705 0.0847 -0.3360 -0.2202 0.041
C -5.946120 -4.889451 -2.302765 -0.1645 0.3466 -0.0819 -0.017
H -4.832849 -4.866487 0.999852 -0.0257 -0.0374 -0.0744 0.082
H -5.587049 -6.243058 0.174655 0.1504 -0.0884 -0.1178 0.091
H -3.995815 -5.628174 -0.366125 -0.0990 -0.1976 -0.0480 0.088
H -6.602552 -5.760531 -2.264113 0.1790 -0.1049 -0.0513 0.091
H -5.011335 -5.145490 -2.805067 -0.0642 -0.2111 0.0340 0.089
H -6.443389 -4.101155 -2.868546 0.0368 -0.0607 0.0664 0.086
C 5.005583 3.575923 -5.199956 0.3225 -0.0847 0.0994 -0.018
C 4.479893 3.204728 -3.839935 0.3522 -0.1142 0.1962 -0.489
O 5.219729 2.799041 -2.966463 -0.2192 0.1335 -0.2770 0.052
C 3.000064 3.356249 -3.604949 -0.0025 -0.1121 0.3264 -0.018
H 6.083800 3.417306 -5.226411 -0.0969 0.0075 0.0256 0.086
H 4.540146 2.948766 -5.962612 -0.1067 0.1794 -0.0512 0.089
H 4.800996 4.628720 -5.403188 -0.1457 -0.0780 -0.1346 0.090
H 2.446444 2.719423 -4.297346 -0.0447 0.1868 -0.0988 0.089
H 2.707275 4.399223 -3.737964 -0.0875 -0.0739 -0.1762 0.090
H 2.762817 3.053407 -2.584363 0.0370 0.0282 -0.0760 0.067

41
Properties=species:S:1:pos:R:3:forces:R:3:lowdin_charge:R:1 method="wB97M-V/def2-TZVPD" e_tot_ha=-528.45763 spin_multiplicity=1 smiles=CCC[N+](CCC)(CCC)CCC e_above_lowest_kj_mol=202.6 total_charge=+1
C 0.863612 -3.473934 0.551904 0.7758 -0.9372 -0.3777 -0.097
C 1.052195 -2.257948 -0.400644 -0.3964 -0.0367 1.9879 -0.200
C 0.939545 -0.929894 0.447065 2.3094 -1.9494 -0.7327 -0.150
N 0.113131 0.197671 -0.094345 1.1072 -0.0756 -0.8632 -0.179
C 1.040990 0.791255 -1.215188 -0.9751 -0.6365 -2.6312 -0.096
C 0.240060 1.517283 -2.314655 -0.6872 1.7951 2.8904 -0.160
C -0.574000 2.734953 -1.629874 -1.9080 -1.2483 -1.6745 -0.064
C -0.129261 1.132617 1.053222 -0.7145 1.3779 2.3793 -0.110
C 1.052162 2.164868 1.462251 -0.9011 -1.6415 0.8226 -0.185
C 2.401002 1.501261 1.858660 -0.9062 1.1793 0.2160 -0.097
C -1.265284 -0.287217 -0.604797 -0.3924 1.2369 -0.1196 -0.118
C -2.080203 -1.035087 0.419248 0.8936 -0.2224 0.9400 -0.250
C -3.360891 -1.571967 -0.123095 -0.4982 -0.1646 -2.2546 -0.080
H -0.035930 -3.374615 1.128318 -0.7958 -0.4357 0.0602 0.043
H 0.918716 -4.462749 -0.049005 -0.2676 1.6322 1.1846 0.117
H 1.672259 -3.498326 1.349969 -0.6372 0.0679 -1.1842 0.103
H 0.364282 -2.205848 -1.217461 -0.1909 -0.5585 -0.6267 0.091
H 2.051708 -2.494008 -0.673382 0.8916 0.8687 -1.2284 0.094
H 0.563160 -1.303262 1.386587 -0.1657 0.7369 0.4883 0.107
H 2.024312 -0.603858 0.524591 -1.7333 0.1158 0.3910 0.136
H 1.784717 1.471516 -0.875641 0.2800 0.3125 1.2580 0.105
H 1.611996 0.006672 -1.800640 -0.8552 0.1319 1.3894 0.154
H 0.926264 1.913656 -3.055394 0.0507 -0.0592 -0.0913 0.118
H -0.406880 0.789967 -2.738854 -0.7142 -0.2295 -0.8027 0.081
H 0.038121 3.445218 -1.162950 1.3656 0.8611 0.5423 0.037
H -1.312187 2.433949 -0.812313 0.9039 0.2700 -1.5808 0.060
H -1.142516 3.322255 -2.414699 0.4945 -0.8498 0.8599 0.099
H -0.383219 0.417568 1.960028 0.7273 1.7007 -1.7396 0.160
H -1.088825 1.716681 0.853243 1.4469 -0.8651 0.2726 0.128
H 1.133854 3.068618 0.873045 0.2093 -0.3690 -1.0962 0.093
H 0.757152 2.675908 2.387458 -0.6953 -0.6666 0.0956 0.111
H 2.841414 2.285649 2.488862 0.6869 -0.4934 -0.4092 0.088
H 2.238299 0.641685 2.500116 -0.1097 -0.1102 0.0873 0.074
H 3.016085 1.195696 1.022590 0.3405 0.2278 -0.0442 0.059
H -1.892061 0.575339 -0.917387 0.9473 -0.2510 0.0820 0.131
H -1.106963 -0.887512 -1.498474 0.0835 -0.1182 0.1840 0.125
H -2.255210 -0.581357 1.402638 -0.1409 0.9153 -0.5691 0.127
H -1.479557 -1.839291 0.767937 0.5328 -1.2761 -0.0831 0.075
H -3.300433 -1.934995 -1.205602 0.1826 0.2990 1.4373 0.116
H -3.645549 -2.386553 0.490372 -0.4974 -0.9351 0.4259 0.071
H -4.186064 -0.871868 -0.123704 -0.0472 0.4004 0.1145 0.082

57
Properties=species:S:1:pos:R:3:forces:R:3:lowdin_charge:R:1 method="wB97M-V/def2-TZVPD" e_tot_ha=-2721.80140 spin_multiplicity=1 e_above_lowest_kj_mol=0.0
C -1.898011 -2.190580 0.824480 -0.8362 0.9764 0.4903 -0.245
C -2.226256 -1.931584 -0.641642 -0.1155 -1.2629 0.4891 -0.226
C -3.339046 -0.911574 -0.739372 -0.4905 0.9997 -0.0383 -0.196
S -4.346155 -0.968515 0.825036 2.3675 -1.6037 -1.4439 0.708
O -5.625143 -1.548752 0.482063 -0.1044 0.7834 0.7001 -0.336
O -4.106619 0.250562 1.554871 -0.7433 -0.0966 0.0895 -0.325
C -3.283011 -2.311150 1.472790 0.1014 -0.7532 0.2671 -0.225
H -1.399115 -1.353586 1.317666 0.3089 -0.0390 -0.3012 0.086
H -1.343773 -3.116670 0.959234 0.1138 0.0849 0.0351 0.106
H -2.647648 -2.914778 -0.888039 -0.0167 0.1600 -0.7037 0.121
H -1.352157 -1.783656 -1.271274 -0.1919 0.4669 -0.0361 0.086
H -4.002081 -1.091789 -1.584014 -0.1426 -0.1197 0.1614 0.099
H -3.003272 0.123019 -0.819357 0.2846 -0.0896 0.1434 0.091
H -3.766813 -3.210398 1.083674 -0.1148 0.0107 0.0918 0.098
H -3.176594 -2.431174 2.551186 -0.5392 0.5118 0.0544 0.104
C 2.065272 -2.132685 3.117688 0.6339 -1.6537 -1.1824 -0.204
C 0.716343 -1.727489 3.684822 0.6817 -1.0417 0.2491 -0.158
O 1.056377 -0.695380 4.600568 0.3936 1.0581 -0.0723 -0.191
S 2.625676 -0.266648 4.532571 -0.2223 0.1327 0.2292 0.678
O 3.381320 -1.007584 5.497755 -0.5032 0.2244 -0.6329 -0.230
O 2.673154 1.167048 4.579940 0.0828 -1.4406 -0.8859 -0.225
O 2.897132 -0.968558 3.043539 -0.7472 1.3228 1.7618 -0.188
H 2.021422 -2.552797 2.112326 -0.2843 0.3683 -0.0733 0.108
H 2.578953 -2.909934 3.689680 -0.1108 0.2804 0.4527 0.129
H 0.273746 -2.521144 4.289221 0.0669 -0.1227 -0.2190 0.138
H 0.024148 -1.491372 2.876143 0.0048 0.8883 0.3380 0.105
C 2.927767 -4.533765 -1.993109 -0.8472 -1.5302 0.0024 -0.167
C 1.630087 -4.932433 -2.736650 -0.3677 1.0960 -0.8461 -0.129
O 0.641692 -3.932590 -2.368362 0.3990 1.2057 1.5065 -0.210
S 1.310671 -2.739156 -1.469531 0.4966 -0.1046 -1.7515 0.667
O 1.027543 -2.997929 -0.088591 0.0899 0.4872 -0.7975 -0.230
O 1.108289 -1.466180 -2.123345 -0.2310 -1.4907 1.3997 -0.223
O 2.851611 -3.121593 -1.802876 -0.5082 -0.4644 0.2367 -0.177
H 3.827057 -4.871825 -2.498392 0.0744 0.7207 -0.3993 0.135
H 2.927029 -5.120773 -1.072488 0.0083 0.6224 0.5125 0.126
H 1.214149 -5.909458 -2.507092 0.2738 -0.0300 0.2458 0.131
H 1.629306 -4.776672 -3.815913 0.7233 -0.4712 -0.0556 0.131
C 1.011992 2.579137 0.397608 0.7544 -0.4125 1.7423 -0.254
C 0.335766 1.345032 0.999423 -0.3901 -1.3950 -2.4756 -0.175
O -0.400907 0.651535 -0.063395 -0.1538 0.3053 0.3155 -0.103
O 0.096971 3.484637 -0.164103 0.1016 0.0190 0.1589 -0.046
H 1.822899 2.381277 -0.306235 -0.5022 -0.5280 -0.5112 0.122
H 1.615445 2.960464 1.238805 -0.4318 0.7309 0.0949 0.117
H -0.427994 1.543154 1.748947 0.2134 0.3843 0.1650 0.128
H 1.002994 0.544876 1.328851 0.5735 0.7541 0.6879 0.109
H 0.258208 0.383573 -0.714794 -0.1186 -0.0257 -0.0880 0.060
H -0.756781 3.318728 0.250094 -0.0364 0.0941 -0.1195 0.091
C 0.027919 6.383673 -2.177400 1.0565 -0.0232 0.1002 -0.249
C 0.368690 6.287321 -3.645745 0.0989 -0.6929 -0.2291 -0.256
O -0.764971 6.259395 -4.497828 -0.0674 -0.2388 -0.2195 -0.067
O -0.001529 7.738059 -1.724375 -0.4450 -0.2240 0.0396 -0.063
H 0.816807 5.827272 -1.657645 0.0883 0.4182 0.2593 0.105
H -0.867094 5.811244 -1.929901 -0.2592 0.2543 -0.2814 0.122
H 0.910041 5.339726 -3.745703 -0.5225 -0.2266 -0.3467 0.115
H 1.111261 6.999000 -4.017612 -0.1759 0.4934 0.5120 0.122
H -1.157999 7.132923 -4.566724 0.1608 0.1177 0.1209 0.082
H -0.894766 7.928515 -1.427474 0.0675 0.1094 0.0569 0.078

47
Properties=species:S:1:pos:R:3:forces:R:3:lowdin_charge:R:1 method="wB97M-V/def2-TZVPD" e_tot_ha=-1000.59645 spin_multiplicity=1 smiles="CCCCOC(=O)OCOO.CC(C)O.CC(C)O"
C 6.362053 -1.934813 -1.572001 -0.0529 -0.0241 0.0659 -0.111
C 5.872886 -0.666630 -0.881130 -0.0176 -0.0372 -0.1173 -0.266
C 4.579591 -0.126882 -1.485481 -0.0549 0.0254 0.0013 -0.179
C 3.380504 -1.028476 -1.214782 0.0362 0.0134 -0.0336 -0.147
O 2.240724 -0.210651 -0.852689 0.0244 0.0398 0.0150 0.008
C 1.410385 -0.771960 0.040320 -0.2490 0.1345 -0.1887 -0.609
O 1.544826 -0.722516 1.231513 0.0998 -0.0591 0.1154 0.147
O 0.373640 -1.336848 -0.586209 0.1759 -0.0646 -0.0484 0.084
C -0.529220 -2.051273 0.258654 -0.1576 0.0748 0.2769 -0.189
O -1.753579 -2.145152 -0.361728 0.0645 0.1912 -0.3058 -0.100
O -1.533228 -2.853632 -1.598741 -0.0597 -0.0993 0.1514 0.011
H 7.322351 -2.258915 -1.172169 0.0239 -0.0051 -0.0190 0.070
H 5.660795 -2.760875 -1.435547 -0.0271 -0.0053 -0.0231 0.070
H 6.473701 -1.769400 -2.644836 0.0451 -0.0114 -0.0169 0.075
H 6.643237 0.103274 -0.949881 0.0123 0.0105 0.0229 0.106
H 5.708734 -0.864494 0.181318 0.0524 0.0547 0.0396 0.110
H 4.703943 0.007108 -2.562308 0.0148 0.0438 -0.0095 0.115
H 4.352257 0.855089 -1.070114 -0.0070 -0.0088 0.0615 0.117
H 3.096658 -1.608723 -2.093330 -0.0012 -0.0783 0.0350 0.132
H 3.594810 -1.714352 -0.390625 -0.0047 0.0403 0.0413 0.130
H -0.721992 -1.477980 1.164826 0.0227 -0.0726 0.0502 0.150
H -0.103974 -3.031289 0.484372 0.0537 0.0005 -0.0980 0.152
H -2.374743 -3.323844 -1.661540 -0.0130 -0.0719 -0.0095 0.106
C -6.099402 0.909379 1.145794 -0.0410 0.0001 -0.0191 -0.063
C -5.897848 -0.593587 1.245827 0.0326 0.0273 0.0073 -0.503
C -4.470421 -1.000259 0.922840 -0.0211 -0.0261 -0.0171 -0.072
O -6.824227 -1.287795 0.409508 0.0065 -0.0035 0.0023 -0.054
H -5.890665 1.250694 0.127460 0.0225 0.0048 0.0064 0.080
H -7.127792 1.174856 1.389450 0.0020 -0.0044 0.0027 0.078
H -5.430181 1.442398 1.822505 0.0072 -0.0047 0.0039 0.079
H -6.148374 -0.923737 2.256202 -0.0033 -0.0016 -0.0026 0.137
H -4.214615 -0.716131 -0.101783 0.0112 0.0253 0.0087 0.079
H -4.347213 -2.079126 1.013440 -0.0076 0.0025 0.0100 0.077
H -3.759820 -0.510961 1.591325 0.0029 0.0057 0.0038 0.081
H -6.652042 -1.024720 -0.501458 -0.0150 -0.0034 0.0041 0.084
C -0.803149 2.264738 -0.102834 0.0261 -0.1228 0.0428 -0.044
C -0.280366 3.092584 1.058455 0.0280 -0.0193 -0.0034 -0.497
C 0.995972 3.834480 0.695938 0.0259 -0.0084 0.0389 -0.057
O -0.082461 2.269883 2.206876 -0.0087 0.0020 -0.0091 -0.052
H -0.049743 1.521205 -0.380203 -0.0381 0.0185 -0.0933 0.067
H -1.713309 1.736779 0.183129 -0.0072 0.0024 -0.0043 0.077
H -1.012738 2.874247 -0.982760 0.0186 0.0336 0.0177 0.083
H -1.042200 3.812091 1.366785 0.0011 -0.0003 0.0053 0.136
H 1.779106 3.120740 0.423457 -0.0093 -0.0006 -0.0222 0.078
H 1.349951 4.422085 1.542692 -0.0062 -0.0018 0.0007 0.079
H 0.836841 4.502346 -0.152148 -0.0072 -0.0010 -0.0041 0.079
H 0.580336 1.601046 1.991611 -0.0010 -0.0157 0.0139 0.069

Number 1: largest force on an atom 7.9 eV/A, frontier orbital gap 7.1 eV, highest occupied orbital energy -11.68 eV. Number 2: largest force on an atom 3.5 eV/A, frontier orbital gap 12.6 eV, highest occupied orbital energy -14.75 eV. Number 3: largest force on an atom 3.2 eV/A, frontier orbital gap 9.6 eV, highest occupied orbital energy -9.70 eV. Number 4: largest force on an atom 0.4 eV/A, frontier orbital gap 10.6 eV, highest occupied orbital energy -10.04 eV.